[1]
DFT (ωB97M-V with the def2-TZVPD basis set) results for C14H26N5O8P2RhS as an isolated structure in a non-equilibrium geometry.

Results
- relative energy (zero: lowest compared OMol25 entry of this formula, charge and spin) (kJ/mol) = 128.0
- lowest unoccupied orbital energy (spin up / spin down) (hartree) = -0.21952 / -0.28064
- net charge = +2
- spin multiplicity = 5
- E_HOMO (spin up / spin down) (eV) = -14.5 / -15.5

```
57
Properties=species:S:1:pos:R:3:forces:R:3
Rh 0.861 1.085 -0.172 0.40 0.45 -0.29
S -1.354 -0.893 -0.176 0.03 0.07 0.03
P 1.369 -1.617 0.028 -1.89 -0.15 -0.35
P 3.977 0.431 0.328 -0.05 -0.19 0.27
O 3.268 1.116 -0.782 -0.02 -0.06 0.38
O -0.419 -2.138 -0.159 0.25 0.09 0.17
O 3.517 1.008 1.716 -0.11 -0.10 0.09
O 4.172 -1.894 -0.910 -0.20 -0.02 -0.12
O 5.539 0.621 0.426 0.18 0.11 -0.35
O 1.421 -0.871 -1.291 0.19 -0.01 0.39
O 1.749 -3.127 0.165 0.32 0.07 0.01
O 1.171 -0.729 1.238 0.38 0.05 -0.17
N -3.142 4.590 -0.129 0.25 -0.25 0.02
N -1.189 2.584 0.001 -0.10 -0.13 0.02
N 2.377 5.119 -0.460 -0.22 0.22 -0.04
N 1.046 5.360 -0.477 0.37 -0.05 0.02
N 1.484 3.185 -0.164 0.20 0.02 -0.18
C 0.549 4.169 -0.297 -0.43 -0.05 0.09
C -1.849 4.860 -0.266 -0.32 0.19 -0.01
C 2.639 3.835 -0.283 -0.07 -0.13 0.06
C 3.749 -1.376 0.262 0.55 0.24 0.17
C -2.593 -2.622 1.650 -0.10 0.05 0.01
C -2.487 2.323 0.158 0.13 -0.19 0.02
C -2.642 -1.210 1.058 0.05 -0.14 0.07
C 4.199 -2.153 1.458 -0.09 -0.06 -0.12
C -1.574 -2.763 2.774 0.00 0.02 0.04
C -3.451 3.314 0.095 -0.13 0.27 -0.03
C -3.790 -2.192 -3.254 0.02 -0.01 -0.03
C -0.882 3.868 -0.196 0.43 -0.12 0.00
C -2.202 -0.998 -1.736 -0.02 -0.25 -0.17
C -2.988 -2.287 -1.958 0.00 0.03 -0.11
H 1.034 -3.746 -0.053 0.07 0.05 0.02
H -1.561 5.890 -0.435 0.00 0.00 0.00
H -1.388 -0.888 -2.459 -0.06 0.03 -0.05
H -4.498 3.072 0.231 0.00 0.01 0.00
H -2.495 -0.456 1.833 0.01 -0.02 0.02
H -1.824 -2.101 3.605 0.00 -0.01 -0.01
H 3.809 -1.388 -1.659 0.03 -0.01 0.01
H 3.977 0.716 2.516 0.01 0.05 -0.08
H -3.138 -2.014 -4.110 -0.01 0.00 0.01
H -2.782 1.303 0.360 0.03 0.02 -0.03
H 6.072 0.462 -0.367 -0.02 -0.02 0.08
H 3.030 5.880 -0.582 -0.01 0.02 0.00
H -2.422 -3.356 0.864 0.01 0.01 -0.02
H -4.329 -3.121 -3.435 0.01 0.00 0.01
H -2.826 -0.100 -1.794 -0.01 -0.03 0.06
H 5.274 -1.999 1.600 0.00 -0.02 0.06
H 3.626 3.413 -0.252 -0.03 -0.04 -0.02
H -4.523 -1.385 -3.210 0.01 0.00 0.01
H -1.571 -3.782 3.156 -0.01 0.01 -0.01
H -3.661 -2.479 -1.121 -0.02 0.03 0.00
H -0.563 -2.519 2.449 -0.01 0.00 -0.02
H 3.667 -1.842 2.357 0.00 0.02 -0.01
H -3.598 -2.812 2.033 0.01 -0.03 0.02
H -2.290 -3.123 -2.008 0.00 0.00 0.03
H -3.577 -1.005 0.535 -0.02 -0.01 0.02
H 4.031 -3.216 1.300 0.02 0.00 -0.01
```
Positions in Å, forces in eV/Å.

[2]
DFT (ωB97M-V with the def2-TZVPD basis set) results for a 5-piece molecular cluster, C2H13NO4 overall in a non-equilibrium geometry.

Results
- relative energy (zero: lowest compared OMol25 entry of this formula, charge and spin) (kJ/mol) = 171.3
- SMILES = C=CN.O.O.O.O
- lowest unoccupied orbital energy (hartree) = 0.01627
- E_HOMO (eV) = -8.3

```
20
Properties=species:S:1:pos:R:3:forces:R:3
O 0.124 -1.667 -2.466 2.53 -2.11 0.47
O -2.234 -0.670 -0.920 -1.35 2.31 0.34
O 1.765 -2.591 -0.007 -0.11 2.54 -1.06
O 3.184 -0.181 0.892 -2.67 1.73 -1.21
N 0.100 1.057 0.673 -2.72 -0.29 -0.61
C -0.610 2.208 1.116 1.49 -0.24 -0.12
C -1.908 2.429 1.283 -1.06 -0.84 0.22
H -0.112 -1.628 -3.358 0.14 -0.70 -2.69
H -2.746 -0.902 -0.121 0.55 -0.25 -0.44
H 1.036 1.251 0.650 2.84 0.28 0.10
H 0.102 2.991 1.480 -0.62 -0.59 -0.56
H 2.885 -0.984 0.487 -0.19 -0.99 -0.16
H -2.255 3.398 1.680 0.17 -0.81 -0.26
H 1.073 -2.216 -0.592 0.77 0.22 0.08
H 1.391 -3.421 0.107 -0.61 -2.75 0.78
H -2.568 0.282 -1.042 0.87 -1.91 0.03
H 3.976 -0.333 1.307 2.81 -0.73 1.41
H -0.468 -1.043 -2.200 -2.74 2.74 2.38
H -0.111 0.450 -0.158 -0.62 1.24 1.48
H -2.625 1.569 1.191 0.54 1.16 -0.17
```
Positions in Å, forces in eV/Å.

[3]
DFT (ωB97M-V with the def2-TZVPD basis set) results for a 2-piece molecular cluster, C3H8NO2 overall in a non-equilibrium geometry.

Results
- relative energy (zero: lowest compared OMol25 entry of this formula, charge and spin) (kJ/mol) = 427.8
- lowest unoccupied orbital energy (hartree) = -0.16289
- net charge = +1
- E_HOMO (eV) = -13.3

```
14
Properties=species:S:1:pos:R:3:forces:R:3
O 1.730 1.198 0.009 0.46 -0.41 -0.08
O 2.370 -0.983 -0.084 -0.88 1.87 0.07
N -1.097 1.206 0.410 -0.51 1.06 0.06
C -0.888 0.019 -0.025 3.47 -0.50 1.09
C -1.788 -1.174 -0.111 1.41 0.05 1.19
C 1.450 -0.029 -0.472 1.16 0.05 0.98
H 1.040 -0.127 -1.459 0.45 0.00 -0.19
H 3.119 -0.507 0.403 -1.44 -1.39 -0.67
H -2.689 -0.752 -0.426 -1.79 0.10 -1.34
H -1.977 1.454 0.833 -0.66 0.13 0.11
H -1.234 -1.825 -0.815 -1.11 -0.03 0.35
H -2.114 -1.733 0.827 1.12 0.84 -0.83
H -0.481 2.069 0.341 -0.28 -2.02 -0.05
H 2.559 1.185 0.569 -1.43 0.26 -0.69
```
Positions in Å, forces in eV/Å.

[4]
DFT (ωB97M-V with the def2-TZVPD basis set) results for C24H27BN7O2SeSiTc as an isolated structure.

Results
- lowest unoccupied orbital energy (spin up / spin down) (hartree) = 0.09614 / 0.09601
- net charge = -1
- spin multiplicity = 2
- E_HOMO (spin up / spin down) (eV) = -1.8 / -1.6

```
64
Properties=species:S:1:pos:R:3:forces:R:3
Tc 0.251 -0.108 -0.174 0.30 -0.15 -0.07
Se -0.156 -1.108 -2.407 -0.11 0.08 0.07
Si -3.177 0.518 0.940 0.08 -0.12 -0.23
O -3.427 1.811 -1.505 -0.02 0.01 -0.12
O -1.902 0.904 -0.169 -0.12 0.28 0.39
N 0.982 1.707 -1.202 -0.04 0.13 0.03
N -0.216 -1.907 0.835 -0.02 -0.05 -0.09
N 0.658 0.800 1.785 -0.06 -0.04 -0.04
N 0.531 -2.263 1.901 -0.06 0.08 0.09
N 2.210 -0.859 -0.055 -0.23 0.05 -0.02
N 1.267 0.033 2.709 0.05 0.01 -0.14
N 2.684 -1.309 1.124 -0.01 0.18 0.04
C -5.108 -0.800 -0.651 0.08 -0.07 -0.01
C 3.978 -1.655 0.998 0.02 -0.06 -0.02
C -1.631 -0.756 4.633 -0.01 0.02 0.00
C -2.269 1.746 -1.174 0.02 -0.26 0.02
C -5.945 -1.840 -1.022 0.01 0.00 -0.01
C 0.123 -3.458 2.369 0.00 -0.11 -0.01
C -0.919 -3.897 1.578 0.08 0.00 0.04
C -1.891 -0.711 3.272 -0.03 0.05 0.04
C -4.206 -0.947 0.409 0.02 0.08 0.00
C -1.085 -2.887 0.619 0.08 0.02 -0.12
C -3.004 1.391 3.564 0.05 -0.09 0.01
C -2.584 0.364 2.709 -0.03 0.11 -0.07
C -2.063 0.269 5.463 0.02 0.01 0.05
C 0.453 1.985 2.352 -0.04 0.00 -0.03
C 0.091 2.236 -2.240 0.03 -0.02 -0.07
C 1.451 0.725 3.842 0.00 0.02 0.05
C -2.750 1.347 4.927 0.03 0.00 -0.01
C -5.017 -3.211 0.717 -0.02 0.02 -0.02
C 0.941 1.997 3.663 -0.01 -0.03 0.01
C -1.234 2.722 -1.686 -0.19 0.03 -0.03
C 3.203 -0.941 -0.934 -0.07 -0.02 -0.03
C -4.184 -2.166 1.091 -0.01 0.03 0.06
C 4.358 -1.433 -0.309 -0.01 -0.04 0.03
C -5.899 -3.048 -0.341 -0.02 -0.02 0.00
B 1.725 -1.394 2.326 0.14 -0.13 0.04
H -1.755 3.256 -2.481 0.03 0.04 0.03
H -1.738 -2.815 -0.237 0.01 -0.01 0.02
H -1.460 -4.823 1.659 -0.03 -0.03 0.02
H -1.084 3.442 -0.870 0.07 -0.05 0.03
H 4.520 -2.051 1.840 0.03 0.00 0.03
H -1.859 0.230 6.527 0.00 0.00 0.00
H 1.926 0.264 4.691 0.01 -0.01 0.03
H 0.553 3.071 -2.785 0.00 0.01 0.06
H -0.055 2.759 1.798 -0.01 0.01 0.01
H -6.547 -3.864 -0.638 0.00 0.00 0.00
H -3.084 2.156 5.567 0.00 -0.01 0.00
H -4.039 1.720 0.985 0.09 -0.01 -0.05
H 0.621 -3.912 3.209 0.00 -0.01 0.03
H -1.540 -1.520 2.652 -0.08 0.02 0.01
H -6.626 -1.709 -1.854 0.00 -0.02 0.00
H 1.836 1.388 -1.652 -0.03 -0.07 0.03
H -5.133 0.130 -1.204 0.01 0.04 0.00
H -0.084 1.400 -2.927 -0.01 0.03 0.01
H 1.246 2.431 -0.537 0.02 0.01 -0.05
H 5.316 -1.629 -0.757 0.02 0.00 0.00
H 2.995 -0.712 -1.967 0.02 0.01 -0.01
H -4.970 -4.152 1.250 -0.01 -0.01 0.00
H -3.545 2.238 3.157 -0.02 0.01 -0.01
H 0.913 2.802 4.375 -0.01 0.01 0.02
H -1.083 -1.596 5.041 0.00 0.00 0.00
H -3.504 -2.319 1.919 -0.03 0.04 -0.01
H 2.281 -1.892 3.273 0.02 -0.02 0.01
```
Positions in Å, forces in eV/Å.